1.
84
Properties=species:S:1:pos:R:3:mulliken_charge:R:1 method="wB97M-V/def2-TZVPD" total_charge=+1 orbital_gap_ev=4.539 homo_energy_ev=-10.22 total_energy_ha=-2461.62072
C -0.71734 -6.06387 -1.62038 -0.923
C -1.46634 -4.67939 -1.18739 -0.413
P -0.35138 -3.16683 -1.06018 -0.034
C 1.07851 -3.14781 -2.28485 -0.013
C 2.35683 -4.06599 -1.91698 -0.925
C 0.12124 -2.68702 0.69339 0.013
C 0.12499 -1.11300 1.02669 0.464
C -0.31356 -0.09789 -0.13416 -0.050
O -1.28840 0.69229 0.12150 -0.481
O 0.25444 -0.02179 -1.44693 -0.278
C 0.51104 -0.57847 2.45522 -0.056
O 0.49820 0.84264 2.70272 -0.358
C 0.92136 -1.66214 3.54367 -0.246
N 0.89493 -3.11056 3.23053 0.580
N 1.26587 -3.95409 4.29619 -0.848
C 2.55097 -3.64360 4.56593 0.792
O 3.58378 -3.10444 5.03996 -0.347
C 0.51415 -3.63505 1.88892 0.257
P 0.49515 -5.51645 1.66323 0.243
N -0.96979 -6.16213 1.61080 -0.619
H -0.93053 -6.23561 -2.75615 0.337
H 0.42507 -6.03124 -1.52009 0.200
H -1.20153 -6.98511 -1.09460 0.246
H -2.22008 -4.46210 -2.05304 0.418
H -2.14478 -4.81489 -0.24755 0.380
H 0.70876 -3.42131 -3.35146 0.402
H 1.47067 -2.05245 -2.36924 0.036
H 3.30793 -3.41525 -1.75547 0.313
H 2.24495 -4.71783 -0.97949 0.155
H 2.52715 -4.80093 -2.80670 0.270
H -0.47649 -0.34086 -2.04944 0.249
H 1.39151 1.16515 2.39578 0.337
H 1.22881 -1.24263 4.57448 0.424
H 1.16524 -6.07996 2.82484 0.127
H 1.19108 -5.89743 0.47128 0.096
H -1.13669 -6.82571 2.38607 0.234
C 0.68800 0.77920 -4.13949 -0.968
O -0.46568 -0.02108 -4.36383 -0.115
C -1.63154 0.75785 -4.65921 -0.899
C -2.10421 0.46953 -6.08549 -0.309
N -1.16782 1.01948 -7.06794 -0.324
C -1.43941 0.58310 -8.43940 -0.674
C -1.23670 -0.90932 -8.75093 -0.478
O 0.12224 -1.33107 -8.66602 -0.427
C 0.52739 -1.75633 -7.37453 -0.546
H 1.50665 0.11927 -3.84463 0.206
H 0.97913 1.30328 -5.05390 0.394
H 0.51082 1.49681 -3.33425 0.438
H -1.46579 1.82880 -4.50271 0.452
H -2.41165 0.43795 -3.96052 0.352
H -3.09022 0.92029 -6.23832 0.422
H -2.19726 -0.61652 -6.19682 0.195
H -0.22524 0.73367 -6.82018 0.088
H -0.76736 1.15632 -9.08895 0.370
H -2.45984 0.87363 -8.71409 0.400
H -1.52897 -1.06198 -9.79504 0.354
H -1.89070 -1.55655 -8.15787 0.330
H -0.28923 -2.21479 -6.80929 0.274
H 0.95222 -0.91844 -6.81680 0.147
H 1.31958 -2.49865 -7.49742 0.339
C -1.23582 3.51408 3.80613 -0.671
O -1.57115 3.76482 5.16241 -0.360
C -0.77274 3.01050 6.07743 -0.554
C 0.08652 3.95379 6.92160 -0.296
N 1.13646 4.57248 6.10885 -0.306
C 1.84576 5.65325 6.79761 -0.677
C 1.03983 6.92227 7.12224 -0.485
O 0.62940 7.64855 5.96729 -0.414
C -0.61936 7.24137 5.42789 -0.534
H -1.93803 4.06262 3.17522 0.283
H -0.22430 3.86889 3.58618 0.257
H -1.31921 2.44830 3.57584 0.307
H -0.15851 2.25819 5.57024 0.165
H -1.46555 2.48077 6.73964 0.415
H 0.55025 3.38926 7.73743 0.397
H -0.57301 4.71308 7.35528 0.203
H 0.71869 4.94960 5.26329 0.088
H 2.68117 5.94251 6.14889 0.364
H 2.28963 5.26177 7.72018 0.389
H 1.70671 7.59416 7.67265 0.351
H 0.19405 6.72575 7.78867 0.342
H -1.30839 6.87767 6.19520 0.275
H -0.46871 6.47893 4.66014 0.163
H -1.07387 8.10668 4.94023 0.291

=====

2.
74
Properties=species:S:1:pos:R:3:mulliken_charge:R:1 method="wB97M-V/def2-TZVPD" de_lowest_kcal_mol=3.1 total_charge=+1 smiles="CCCCCCCCCCCCCCCC(=O)O[C@@H](CC(=O)O)C[N+](C)(C)C" orbital_gap_ev=10.666 homo_energy_ev=-12.77 total_energy_ha=-1259.51586
C -8.38039 -2.01759 -1.76148 -1.352
C -7.26291 -1.14684 -1.20069 -0.201
C -5.90528 -1.83641 -1.31697 -0.838
C -4.73575 -0.95752 -0.87210 -0.274
C -4.72212 -0.68572 0.63104 -0.841
C -3.51257 0.14805 1.04893 0.495
C -3.50148 0.41567 2.55208 -1.026
C -2.22479 1.07319 3.08152 -0.728
C -1.94348 2.47663 2.52796 -1.022
C -1.02644 2.48338 1.30540 0.684
C -0.72932 3.90260 0.82206 -1.220
C 0.02365 3.94235 -0.50894 -0.834
C 1.43334 3.36119 -0.42088 0.446
C 2.15992 3.42287 -1.76246 -0.809
C 3.49574 2.66073 -1.72310 -0.834
C 3.22944 1.19323 -1.61290 0.666
O 2.80296 0.47777 -2.48429 -0.628
O 3.46195 0.72625 -0.36722 -0.393
C 3.34174 -0.67679 -0.14507 0.434
C 4.54330 -1.09162 0.71297 -1.121
C 4.66304 -2.59340 0.87674 0.487
O 3.75754 -3.37022 0.69230 -0.568
O 5.87150 -2.94475 1.25901 -0.441
C 2.01593 -1.01542 0.56960 -1.177
N 0.88665 -1.54526 -0.25352 0.503
C -0.10738 -2.09617 0.68988 -0.953
C 1.32892 -2.63142 -1.15286 -0.918
C 0.24643 -0.48541 -1.05371 -1.010
H -9.33931 -1.51461 -1.66690 0.378
H -8.43468 -2.96204 -1.22448 0.339
H -8.20847 -2.23188 -2.81404 0.340
H -7.47754 -0.92427 -0.15440 0.246
H -7.23317 -0.20030 -1.74523 0.281
H -5.74950 -2.12085 -2.36069 0.364
H -5.91439 -2.75384 -0.72356 0.317
H -4.77541 -0.00811 -1.41124 0.357
H -3.80010 -1.45480 -1.15054 0.045
H -4.71341 -1.63629 1.17005 0.340
H -5.62944 -0.15312 0.91412 0.368
H -2.59864 -0.38348 0.76560 -0.374
H -3.53649 1.09340 0.50518 0.334
H -4.35324 1.04884 2.80431 0.340
H -3.63680 -0.53390 3.07673 0.406
H -1.36608 0.42304 2.88239 0.187
H -2.32437 1.14017 4.16622 0.349
H -1.46776 3.07744 3.30544 0.452
H -2.88769 2.96102 2.27724 0.423
H -0.08912 1.98686 1.57544 0.080
H -1.49269 1.92688 0.48972 -0.046
H -1.67541 4.43229 0.69844 0.427
H -0.15307 4.43187 1.58295 0.328
H 0.09300 4.97918 -0.84126 0.389
H -0.54744 3.39434 -1.26322 0.333
H 1.38069 2.32167 -0.09225 -0.467
H 2.00541 3.91258 0.32755 0.279
H 1.53262 2.99516 -2.54758 0.397
H 2.35798 4.46217 -2.02336 0.422
H 4.03584 2.83748 -2.65367 0.453
H 4.09496 2.98939 -0.87532 0.276
H 3.40647 -1.17915 -1.11672 0.487
H 5.46308 -0.71967 0.25994 0.445
H 4.47121 -0.63905 1.70494 0.443
H 5.96037 -3.90502 1.38307 0.391
H 2.23626 -1.77860 1.31664 0.671
H 1.67214 -0.11315 1.08246 0.262
H -0.99606 -2.41858 0.14968 0.378
H 0.30962 -2.95388 1.21498 0.434
H -0.40103 -1.34109 1.41850 0.325
H 1.83512 -2.22194 -2.02455 0.421
H 2.00459 -3.30138 -0.62166 0.337
H 0.46338 -3.19173 -1.50003 0.378
H 0.95612 -0.07116 -1.76890 0.232
H -0.59235 -0.90068 -1.60947 0.528
H -0.12260 0.30951 -0.40704 0.373

=====

3.
83
Properties=species:S:1:pos:R:3:mulliken_charge:R:1 method="wB97M-V/def2-TZVPD" total_charge=+1 orbital_gap_ev=6.801 homo_energy_ev=-8.76 total_energy_ha=-4971.67651
Ca 0.17691 -0.01065 -0.02751 2.391
C 0.38877 3.68352 0.19915 -0.317
C -0.83849 3.29197 1.01515 -1.105
N -1.02508 1.82778 1.20084 0.093
C -1.23450 1.38125 2.60823 -1.358
C -0.03648 0.58655 3.12025 -0.601
N 0.24101 -0.53785 2.19856 -0.056
C 1.37000 -1.41740 2.58908 -0.002
C 2.75090 -0.76287 2.51707 -1.220
C 3.25174 -0.35253 1.13252 -0.759
N 2.42692 0.74302 0.56562 -0.136
C 3.06510 1.56805 -0.49368 -1.107
C 2.21276 1.63033 -1.76687 -0.475
N 0.76516 1.83296 -1.49262 -0.029
C 0.36681 3.24490 -1.26704 -0.985
H 1.28873 3.30211 0.69513 0.003
H 0.46613 4.77244 0.22684 0.462
H -1.72542 3.71808 0.54326 0.322
H -0.76225 3.75452 1.99799 0.436
H -1.82927 1.52704 0.65013 0.179
H -2.12039 0.75638 2.65551 0.427
H -1.40594 2.23538 3.26154 0.522
H -0.22170 0.23715 4.13843 0.470
H 0.84333 1.23185 3.15764 0.297
H -0.61118 -1.10702 2.16737 0.284
H 1.36537 -2.26782 1.90763 -0.903
H 1.22137 -1.79837 3.60002 0.774
H 3.45634 -1.48984 2.92212 0.523
H 2.80332 0.10207 3.18690 0.327
H 3.21305 -1.20460 0.44892 0.306
H 4.29655 -0.04848 1.21404 0.582
H 2.19430 1.35656 1.34128 0.116
H 4.03592 1.14220 -0.75068 0.557
H 3.26163 2.56841 -0.10990 0.373
H 2.31708 0.68835 -2.30333 0.036
H 2.60059 2.42088 -2.41517 0.628
H 0.27577 1.51403 -2.32313 0.014
H -0.64894 3.36023 -1.64942 0.460
H 1.00092 3.90914 -1.85991 0.388
O 1.55314 -1.19852 -3.36479 -0.689
C 0.60416 -1.28426 -2.38190 -0.045
O 1.00420 -1.90245 -1.19113 0.102
C -0.65069 -0.78376 -2.52670 -0.286
C -1.27561 -0.32277 -3.75770 -0.797
C -2.61526 -0.16343 -3.78676 -1.120
C -3.41925 -0.39859 -2.61714 -0.987
C -2.74922 -0.63703 -1.46199 0.240
N -1.41406 -0.72414 -1.35550 0.490
C -3.41615 -0.76601 -0.11477 0.351
O -4.72089 -1.01850 -0.06737 -0.503
O -2.78579 -0.69736 0.91530 -0.457
H 2.02501 -2.03795 -3.43278 0.429
H -0.67080 -0.17731 -4.64522 0.574
H -3.09791 0.13621 -4.70921 0.464
H -4.49522 -0.29502 -2.66947 0.358
H -5.06618 -1.13285 -0.96363 0.318
C -0.05476 -3.74956 -4.39857 -1.084
Si 0.77495 -4.54647 -2.95211 0.612
C 0.34948 -6.35002 -3.04411 -1.162
C 2.61733 -4.31445 -2.98298 -1.286
As -0.11014 -3.49117 -0.98299 -0.004
Si 0.80835 -5.09246 0.53194 0.611
C -0.70321 -6.18068 0.45462 -1.167
C 2.36628 -5.97684 0.08482 -1.074
C 0.96496 -4.56855 2.30423 -1.095
H 0.13672 -4.35327 -5.29400 0.450
H 0.27406 -2.72565 -4.59266 0.255
H -1.13388 -3.72630 -4.22589 0.289
H 0.81205 -6.74424 -3.95875 0.389
H -0.73375 -6.49292 -3.13173 0.324
H 0.70712 -6.94429 -2.20045 0.306
H 2.97477 -4.19217 -4.01248 0.489
H 3.09966 -5.20158 -2.56339 0.388
H 2.95692 -3.46294 -2.38210 0.320
H -1.04869 -6.39381 -0.55552 0.304
H -1.52817 -5.70231 0.99252 0.316
H -0.48446 -7.13840 0.94209 0.375
H 2.29979 -6.50408 -0.86879 0.288
H 2.56518 -6.71405 0.87143 0.424
H 3.22091 -5.29333 0.03504 0.311
H 0.17761 -3.87320 2.61204 0.245
H 1.93887 -4.13239 2.54041 0.271
H 0.85672 -5.48263 2.90274 0.549